A cluster of 2 separate species, C6H12N4OS in total in a non-equilibrium geometry. Source: the Open Molecules 2025 dataset; level of theory: wB97M-V/def2-TZVPD.

Computed properties:
Electronic energy ... -25255.6823 eV
ΔE to the lowest compared entry with this formula, charge and spin ... 0.5799 eV
Frontier orbital gap ... 8.48 eV
SMILES ... C[C@H]1C[C@]1(C)SO.c1nn[nH]n1
Multiplicity ... 1
HOMO level ... -7.83 eV

Element x y z (Å)
C 1.8583 1.1345 1.4085
C 0.6100 1.4360 0.5715
C 0.7706 1.9139 -0.8954
C 0.3006 0.5757 -0.6209
C 0.9629 -0.6618 -1.2529
S -1.5701 0.3752 -0.7306
O -1.7192 -1.2631 -0.4472
H 2.0542 1.8893 2.1404
H 2.6655 1.0391 0.7778
H 1.8220 0.2730 2.0037
H -0.1401 2.0104 1.1435
H 0.1317 2.8038 -1.0537
H 1.6921 2.0030 -1.3511
H 0.7758 -0.5273 -2.3589
H 0.2885 -1.3821 -0.8983
H 1.9578 -0.8295 -0.9412
H -2.2085 -1.6018 0.3437
C -5.0310 -1.0810 1.9574
N -3.6632 -1.1633 1.9098
N -3.2134 -0.1089 2.4376
N -4.2453 0.6559 2.7905
N -5.3954 0.0349 2.5111
H -5.7006 -1.9584 1.7721
H -4.1607 1.6900 3.1397